# 1
{"formula": "H2O", "method": "ωB97M-V/def2-TZVPD", "species": ["O", "H", "H"], "positions_angstrom": [[0.078, -0.014, 0.410], [0.631, 0.294, -0.320], [-0.709, -0.280, -0.090]], "atomic_forces_ev_per_a": [[-0.26, -0.01, -0.84], [0.27, 0.07, 0.35], [-0.01, -0.06, 0.49]], "nbo_charge": [-0.9273, 0.4636, 0.4637], "homo_energy_ev": -11.65, "smiles": "O", "total_charge": 0}

=====

# 2
{"formula": "H2O", "method": "ωB97M-V/def2-TZVPD", "species": ["H", "H", "O"], "positions_angstrom": [[0.414, -0.342, 0.642], [-0.289, -0.011, -0.785], [-0.125, 0.353, 0.143]], "atomic_forces_ev_per_a": [[-0.11, 0.24, 0.03], [-0.06, 0.20, 0.12], [0.16, -0.44, -0.16]], "mulliken_spin": [-0.0198, -0.0198, 1.0396], "homo_energy_ev": [-26.30, -25.36], "spin_multiplicity": 2, "total_charge": 1}

=====

# 3
{"formula": "H2O4S3", "method": "ωB97M-V/def2-TZVPD", "species": ["O", "O", "O", "O", "S", "S", "S", "H", "H"], "positions_angstrom": [[-2.198, -1.543, 0.491], [-1.718, 0.813, 1.417], [2.169, -1.105, -0.163], [0.361, 1.138, -0.975], [1.525, -0.485, 1.108], [-0.998, 0.271, -1.463], [-1.321, -0.368, 0.610], [2.039, -0.349, -0.828], [0.140, 1.627, -0.197]], "atomic_forces_ev_per_a": [[1.09, 1.63, 0.47], [0.75, -1.97, -1.38], [0.05, 1.19, -3.00], [-0.11, -0.93, -1.76], [-1.72, 0.41, 2.74], [0.70, 0.42, 1.06], [-1.04, -0.14, 0.51], [0.61, -1.55, 0.46], [-0.33, 0.95, 0.91]], "nbo_charge": [-0.8482, -0.8685, -0.7940, -0.8570, 0.3926, 0.3544, 1.6052, 0.5130, 0.5026], "homo_energy_ev": [-9.72, -9.46], "total_charge": 0}

=====

# 4
{"formula": "H2O5P2", "method": "ωB97M-V/def2-TZVPD", "species": ["O", "P", "O", "P", "O", "O", "O", "H", "H"], "positions_angstrom": [[-0.295, 2.100, -1.048], [-0.788, 1.945, 0.355], [0.873, 1.098, 1.384], [-1.774, -0.125, 0.270], [-1.759, -0.932, 1.539], [-3.098, -0.006, -0.443], [-0.665, -0.790, -0.799], [0.389, 0.326, 1.686], [-0.370, 0.068, -1.132]], "atomic_forces_ev_per_a": [[0.54, 0.07, -1.49], [1.05, -1.05, 2.56], [-1.69, 1.28, -1.05], [-0.45, -0.68, -0.22], [0.38, 0.09, 0.27], [0.01, 0.32, -0.02], [-0.63, 0.21, 0.65], [-0.02, -0.47, 0.20], [0.80, 0.23, -0.90]], "nbo_charge": [-1.2032, 0.8907, -1.1177, 1.9646, -1.2188, -1.2192, -1.0408, 0.4536, 0.4906], "homo_energy_ev": 0.63, "smiles": "O=P(O)=P([O-])([O-])O", "total_charge": -2}

=====

Short version: energy above the lowest of the compared OMol25 structures with the same formula, charge and spin = 2.1; 0.0; 152.3; 249.0 kJ/mol, in the order given.